Record 1
C22H42IrNOP3S | ωB97M-V/def2-TZVPD

Each line ends with the Mulliken spin population.
Cartesian coordinates (Å):
Ir 0.191287 0.167084 0.531402  0.8228
S -1.994321 0.317928 2.195970  0.8168
P 1.773508 -0.456982 -1.005829  0.1110
P 1.898411 1.034871 1.874563  0.1232
P -0.648729 2.092067 -0.275885  0.1310
O -1.567159 -0.303645 -3.680907  0.1874
N -1.461342 -1.326340 4.221963  0.0874
C -2.700569 -3.314493 -6.324313  0.2590
C 2.526443 2.651042 1.294399  0.0073
C -3.437699 -2.108417 -6.292626  0.3519
C -1.094861 -1.673347 5.494283  0.0644
C -1.391280 0.624052 6.151950  -0.0045
C -1.716452 -0.021505 3.846355  -0.0099
C -1.539769 -3.438517 -5.545811  0.3045
C 3.077894 0.718285 -1.532083  0.0120
C 0.338207 2.980798 -1.533134  0.0235
C 2.576023 -2.098994 -0.812913  0.0138
C -0.572919 -1.908890 0.515954  0.2390
C -2.168779 1.555966 -1.121471  0.0980
C -1.044153 -0.701559 6.469851  0.0950
C 0.420330 -1.772912 1.536565  0.0770
C 0.895911 -0.721928 -2.567005  0.0829
C 3.338407 -0.073990 2.065304  0.0002
C -1.218795 3.329027 0.950877  0.0164
C -3.042788 -1.046890 -5.476702  0.2930
C -1.112920 -2.374303 -4.745181  0.2658
C 1.393987 1.373628 3.589129  0.0511
C -1.777689 0.944921 4.857416  0.0960
C -1.921118 -1.233089 -4.643872  0.3396
H 0.634632 0.237482 -3.023019  0.0057
H -1.351298 1.402457 6.913559  0.0022
H -0.228467 3.846732 -1.903995  0.0025
H -3.560224 -0.078891 -5.456481  -0.0020
H 3.558697 0.329943 -2.441206  0.0021
H 0.500971 2.009756 3.606314  -0.0058
H 3.044794 2.560590 0.333996  -0.0016
H -0.847374 -2.722440 5.650518  0.0033
H 2.639564 1.694601 -1.772974  0.0005
H 3.274760 -2.111184 0.032612  -0.0022
H -0.170103 -2.409379 -4.192699  0.0731
H -2.305498 0.308552 -3.484568  0.0006
H 1.400510 -2.224207 1.367747  0.0021
H -1.536561 -2.051507 3.508899  -0.0191
H -1.635414 -1.943180 0.786118  0.0080
H -4.326009 -1.998088 -6.919781  0.0143
H 1.284600 3.347079 -1.116738  -0.0010
H -3.047468 -4.148526 -6.951269  0.0022
H -2.109294 2.950155 1.472694  0.0007
H 3.128943 -2.330439 -1.735571  -0.0003
H 3.232558 3.033486 2.044357  0.0038
H -0.738334 -0.975990 7.479350  0.0019
H -2.562149 2.366839 -1.744446  0.0127
H -0.023457 -1.279392 -2.364012  -0.0408
H 0.134378 -1.678421 2.589285  -0.0025
H 3.917211 -0.177996 1.140393  0.0003
H -0.300296 -2.455831 -0.390525  0.0204
H 1.514683 -1.290222 -3.272248  -0.0030
H 1.701216 3.366472 1.190283  -0.0013
H -2.096677 1.941083 4.559648  0.0065
H 3.995441 0.333819 2.845645  0.0010
H -2.933961 1.259398 -0.394240  -0.0019
H 1.169685 0.433550 4.108779  0.0065
H -1.935990 0.680831 -1.738214  -0.0615
H 2.997564 -1.067508 2.378447  0.0019
H 2.219403 1.886871 4.103593  -0.0018
H -0.956486 -4.364668 -5.572646  0.0095
H 3.847686 0.846701 -0.764206  0.0004
H 0.556692 2.327741 -2.387341  0.0005
H -1.481056 4.266990 0.436347  0.0039
H 1.816861 -2.876452 -0.661112  0.0031
H -0.443788 3.539356 1.700443  -0.0007

Cartesian forces, eV/Å:
0.633 -1.231 0.591
0.132 0.581 0.858
0.494 0.037 -0.884
-0.245 0.048 0.082
-0.040 0.900 -0.107
-1.469 -2.214 -2.463
0.724 0.140 0.727
0.000 -0.440 -0.110
0.197 -0.111 0.204
-0.972 -0.673 -1.239
-0.420 0.156 -1.020
0.087 -0.147 -0.024
-1.018 -0.991 0.162
-0.186 -1.315 -0.916
0.160 -0.259 -0.095
-0.315 0.348 -0.091
0.225 0.205 0.025
0.481 -0.310 0.718
-0.309 0.237 -0.357
0.146 0.273 0.285
-0.385 -0.673 -0.120
0.027 -0.110 -0.220
0.032 0.208 0.135
-0.013 0.234 -0.285
0.218 1.234 0.877
1.425 0.093 0.826
0.105 0.039 0.044
0.116 0.218 -0.229
0.065 2.960 2.245
0.100 -0.227 0.123
-0.158 -0.239 -0.109
0.134 -0.146 0.083
0.022 -0.469 -0.145
-0.038 0.059 0.238
0.263 -0.065 -0.024
-0.125 0.038 0.298
-0.210 0.237 0.067
0.109 -0.340 0.117
-0.157 -0.060 -0.254
-0.386 -0.053 -0.233
0.145 0.060 -0.436
-0.396 0.167 0.203
0.015 0.115 0.338
0.448 0.028 -0.243
0.221 -0.069 0.171
-0.315 -0.109 -0.051
0.212 0.392 0.243
0.252 0.145 -0.225
-0.084 0.097 0.288
-0.111 0.000 -0.224
-0.092 0.076 -0.274
-0.116 -0.054 0.055
0.293 0.116 0.086
0.341 -0.089 -0.603
-0.142 0.103 0.246
-0.166 0.183 0.264
0.065 0.125 0.054
0.240 -0.182 0.110
0.092 -0.100 0.286
-0.070 -0.113 -0.209
0.161 0.136 -0.138
0.100 0.179 -0.093
0.043 0.237 0.404
0.084 0.253 0.005
-0.264 -0.147 -0.011
-0.237 0.291 0.017
-0.135 -0.033 -0.222
-0.086 0.118 0.263
0.034 -0.240 0.236
0.195 0.185 -0.042
-0.176 -0.043 -0.282

The value obtained for the total energy is -2518.38344 hartree. As for the multiplicity: 6. The value obtained for the relative energy (zero: lowest compared OMol25 entry of this formula, charge and spin) is 0.00 kcal per mole. As for the total charge: +4. For the HOMO-LUMO gap (spin up / spin down), the calculation gives 1.959 / 1.994 eV. As for the expectation value of S²: 8.785.


Record 2
C22H42NOP3Sn | ωB97M-V/def2-TZVPD

Each line ends with the Löwdin charge.
Cartesian coordinates (Å):
Sn -0.037975 -0.062903 0.627208  1.0724
P 0.159432 0.338564 -2.626108  0.7663
P 2.599068 -0.265110 0.228739  0.7482
P 0.529733 3.036885 -0.314147  0.7436
O -1.039029 -2.120937 1.070809  -0.2126
N 0.080706 0.625615 2.917488  -0.0904
C -3.363854 -3.535639 -1.994903  0.1048
C 3.723492 1.038134 -0.410463  -0.1859
C 1.016073 1.373428 3.539153  -0.1315
C 0.929140 1.691532 4.893652  0.0135
C -2.081765 -4.047608 -1.767693  0.0330
C 3.358571 -0.734676 1.811209  -0.2256
C -1.674675 -2.383999 -0.081365  -0.3934
C -2.151869 -4.497145 1.856723  0.0779
C -0.089671 -1.278539 -3.489813  -0.2744
C -1.175388 0.546350 4.964725  0.0080
C -1.036646 0.292116 3.603647  -0.1281
C 1.477534 3.967316 -1.597153  -0.2372
C 2.912519 -1.707985 -0.867043  -0.2201
C -1.071776 3.899777 -0.549922  -0.2691
C -1.141714 -3.294838 -1.052507  0.0665
C -1.449579 1.117629 -3.063043  -0.2568
C -3.765597 -2.371511 -1.322708  0.0236
C -0.169895 1.249712 5.637941  0.0346
C 1.088941 4.061100 1.097519  -0.2746
C 1.369310 0.984557 -3.902041  -0.2158
C -2.990091 -1.867280 -0.293283  0.0028
C -3.338711 -3.919763 1.607415  0.0315
H 1.310605 2.066758 -4.030839  0.0410
H -0.092760 -3.609438 -0.989235  0.1488
H 3.898426 -2.148702 -0.628127  0.0901
H 2.895280 -1.405292 -1.933702  0.0591
H 3.705352 1.892104 0.289393  0.0628
H 2.611540 -1.231301 2.444646  0.0581
H -1.536288 3.636366 -1.509461  0.0342
H 0.065328 -1.078111 -4.557652  0.0614
H -1.095595 -1.679368 -3.324541  0.0311
H -1.471898 -4.297140 2.680952  0.1037
H 2.517838 4.085481 -1.275231  0.0554
H -1.756329 3.591505 0.250376  0.0523
H 3.396510 1.378775 -1.408929  0.0486
H 3.705021 0.166285 2.335426  0.0684
H -1.845054 0.164956 0.575167  0.0482
H 4.758082 0.648548 -0.473727  0.1074
H -3.989304 -4.382485 0.837830  0.1109
H 0.716530 5.095550 0.987976  0.0780
H 2.133855 -2.472340 -0.711191  0.0403
H 1.151023 0.500935 -4.859189  0.0627
H 0.722455 3.633696 2.038298  0.0224
H 0.661861 -1.990990 -3.131260  0.0338
H -1.362177 2.199333 -3.215373  0.0481
H -2.158717 0.917893 -2.248932  0.0308
H 1.851947 1.714006 2.925509  0.1062
H 2.382955 0.698371 -3.593358  0.0421
H -3.445162 -1.203820 0.462850  0.1438
H 1.483179 3.427632 -2.549371  0.0101
H -1.790013 -4.995441 -2.212137  0.1565
H -1.867100 -5.373876 1.248678  0.1089
H 4.207290 -1.413242 1.652693  0.0863
H -3.781523 -3.119383 2.221173  0.1084
H -2.058191 0.156327 5.466221  0.1366
H -4.732445 -1.901772 -1.502324  0.1566
H 1.747585 2.254320 5.338352  0.1401
H -0.930785 4.991410 -0.493799  0.0732
H -1.820568 0.645496 -3.979776  0.0675
H 2.191222 4.075489 1.127944  0.0543
H -4.040786 -3.952611 -2.759142  0.1759
H -1.822319 -0.193650 3.019988  0.0938
H 1.038740 4.961972 -1.760200  0.0808
H -0.221896 1.410976 6.719991  0.1503

Cartesian forces, eV/Å:
0.132 2.966 0.074
-0.607 -0.671 -1.042
1.604 -1.321 0.070
-0.349 1.719 0.468
-0.375 0.479 -4.580
-0.704 0.027 -0.852
-0.694 0.757 -0.662
-1.048 0.872 -0.143
0.196 -0.198 0.131
0.047 -0.089 -0.385
2.305 0.052 0.424
-0.552 0.134 0.533
2.124 0.033 4.946
0.791 -1.788 -0.363
0.198 -0.039 0.420
0.007 -0.075 -0.361
0.208 -0.103 0.222
0.485 -0.825 -0.539
-0.637 0.008 -0.382
-0.724 -0.653 -0.018
-0.497 -2.892 -0.631
0.146 0.058 0.235
-0.278 1.187 1.060
0.124 -0.324 -0.216
0.396 -0.337 0.573
0.183 0.129 0.801
-2.856 -0.095 -0.056
-1.596 0.486 -0.651
0.058 -0.160 0.096
-0.456 0.132 -0.085
-0.400 0.337 -0.043
0.030 -0.122 0.594
0.075 -0.292 -0.338
0.315 -0.009 -0.029
0.085 0.164 0.264
-0.242 -0.418 0.280
0.186 0.071 -0.031
-0.120 0.541 -0.211
-0.157 -0.011 -0.092
-0.012 0.176 -0.159
0.198 -0.102 0.418
-0.047 -0.245 -0.115
1.687 0.427 -0.149
-0.553 -0.238 0.151
0.408 0.497 0.577
0.235 -0.501 0.041
0.384 0.164 -0.031
-0.023 0.163 0.213
0.018 0.337 -0.086
-0.146 -0.065 -0.307
-0.062 -0.262 0.046
0.014 0.177 -0.207
-0.148 -0.152 0.269
-0.122 0.178 -0.228
0.451 -0.079 -0.670
0.023 0.291 0.102
0.111 0.241 -0.228
-0.189 0.360 0.453
-0.190 0.207 -0.099
0.260 -0.540 -0.173
0.160 0.279 0.015
0.077 -0.362 -0.031
-0.272 -0.055 -0.002
0.049 -0.484 -0.072
0.061 0.232 0.092
-0.370 0.065 0.097
0.409 -0.112 0.465
0.203 -0.037 0.368
0.019 -0.348 0.231
-0.037 0.059 -0.461

The value obtained for the total energy is -2230.09649 hartree. The value obtained for the relative energy (zero: lowest compared OMol25 entry of this formula, charge and spin) is 0.00 kcal per mole. As for the total charge: +4. For the HOMO-LUMO gap (spin up / spin down), the calculation gives 3.410 / 3.443 eV.